1.
Molecular formula: C52H45Br4N4O6Sb2V
Method: DFT, the ωB97M-V functional and the def2-TZVPD basis

```
114
Properties=species:S:1:pos:R:3:forces:R:3:lowdin_charge:R:1
V -0.8258 -1.3036 2.3468 -1.989 2.367 -2.255 0.971
C 0.6417 1.4931 -4.7287 0.018 -0.071 0.125 -0.396
C 0.0192 0.1672 -5.1629 -0.029 0.040 -0.063 -0.407
C -1.3802 -0.0968 -4.6047 0.047 0.038 0.150 -0.411
Sb -1.6091 -0.4332 -2.4277 -0.567 -0.727 -0.109 1.379
C -3.3268 -1.7644 -2.6944 0.003 0.457 0.037 -0.367
C -4.2379 -1.6155 -3.7359 0.093 0.177 0.030 -0.142
C -5.3684 -2.4168 -3.8171 -0.112 -0.057 -0.063 -0.106
C -5.6052 -3.3879 -2.8560 0.011 -0.015 0.013 -0.105
C -4.7062 -3.5457 -1.8112 0.055 -0.005 0.022 -0.083
C -3.5827 -2.7351 -1.7307 -0.080 0.011 0.079 -0.120
C -0.4089 -2.2383 -2.3786 0.426 0.054 0.268 -0.310
C -0.2171 -2.9195 -3.5494 0.075 0.362 0.094 -0.153
C 0.3783 -4.1888 -3.6133 -0.013 -0.036 -0.252 -0.079
C 0.7472 -4.8401 -2.4227 -0.001 -0.218 0.188 -0.106
C 0.5475 -4.2510 -1.2221 -0.118 -0.097 0.174 -0.042
C 0.0041 -2.8661 -1.0609 0.055 0.084 0.291 -0.272
Sb 1.3152 1.3798 -2.6717 0.703 0.261 -0.132 1.446
C 3.2446 0.5062 -3.1107 -0.259 0.029 0.073 -0.369
C 4.1435 0.3597 -2.0548 -0.054 -0.072 -0.100 -0.161
C 5.3908 -0.2104 -2.2668 0.058 0.007 0.090 -0.092
C 5.7495 -0.6609 -3.5289 0.016 -0.030 0.034 -0.101
C 4.8508 -0.5460 -4.5786 -0.022 0.026 -0.068 -0.094
C 3.6073 0.0353 -4.3682 -0.051 0.000 -0.007 -0.124
C 2.0536 3.4119 -2.5243 -0.248 -0.185 0.224 -0.378
C 3.3098 3.7077 -2.0029 -0.029 0.003 -0.090 -0.127
C 3.6627 5.0194 -1.7101 0.032 -0.049 0.010 -0.095
C 2.7549 6.0491 -1.9103 0.039 0.006 0.016 -0.102
C 1.4954 5.7643 -2.4165 -0.039 0.031 -0.031 -0.099
C 1.1499 4.4551 -2.7181 0.003 -0.084 -0.073 -0.148
H -0.0858 2.3023 -4.8311 0.030 0.035 0.083 0.050
H 1.5005 1.7451 -5.3539 0.001 0.060 0.073 0.049
H 0.6902 -0.6567 -4.8963 -0.035 -0.013 -0.082 0.070
H -0.0542 0.1719 -6.2585 0.047 -0.075 0.026 0.105
H -1.8204 -0.9481 -5.1291 -0.053 -0.005 0.149 0.040
H -2.0129 0.7684 -4.8297 -0.043 -0.021 0.034 0.048
H -4.0817 -0.8395 -4.4787 -0.045 -0.056 -0.045 0.082
H -6.0792 -2.2714 -4.6223 0.027 0.002 -0.021 0.094
H -6.4925 -4.0069 -2.9055 0.002 0.008 -0.034 0.095
H -4.8802 -4.2891 -1.0427 -0.027 0.011 -0.011 0.103
H -2.9258 -2.8463 -0.8793 0.069 -0.002 0.091 0.086
H -0.5432 -2.4615 -4.4763 -0.005 -0.131 -0.008 0.074
H 0.5126 -4.6759 -4.5701 0.016 0.011 -0.002 0.091
H 1.1771 -5.8339 -2.4701 0.001 -0.006 0.026 0.100
H 0.8166 -4.7642 -0.3051 -0.009 -0.037 -0.005 0.122
H -0.8693 -2.9337 -0.3960 -0.163 0.063 -0.207 0.115
H 3.8539 0.6712 -1.0600 0.003 -0.031 0.167 0.079
H 6.0807 -0.3147 -1.4374 -0.014 -0.005 -0.007 0.102
H 6.7202 -1.1153 -3.6844 -0.006 0.007 -0.029 0.096
H 5.1129 -0.9042 -5.5669 0.019 -0.026 0.014 0.098
H 2.9094 0.1069 -5.1938 0.064 0.006 -0.046 0.079
H 4.0195 2.9088 -1.8285 0.054 0.046 0.011 0.077
H 4.6467 5.2311 -1.3091 -0.007 0.020 -0.005 0.099
H 3.0255 7.0668 -1.6604 -0.008 0.013 -0.006 0.097
H 0.7732 6.5585 -2.5590 0.011 0.016 -0.023 0.099
H 0.1593 4.2393 -3.1069 -0.024 0.067 0.046 0.089
Br -7.0621 -0.7070 4.7349 -0.098 -0.065 0.051 0.671
C -5.6232 -0.7378 3.5153 0.021 0.115 -0.149 -0.774
C -5.6419 0.0438 2.3737 0.032 -0.071 0.187 -0.771
Br -7.1373 1.1375 2.0176 -0.133 0.072 -0.078 0.669
C -4.5308 0.0619 1.5125 0.103 0.156 -0.015 -0.613
Br -4.5157 1.2868 0.0647 0.250 -0.268 -0.185 0.730
C -3.3916 -0.6959 1.7666 -0.455 -0.339 0.152 -0.407
O -2.2847 -0.7246 1.0550 0.300 0.241 -0.009 -0.202
C -3.3864 -1.5116 2.9513 -0.771 0.342 -0.210 -0.412
O -2.2935 -2.1734 3.1993 -0.164 -0.362 0.731 -0.178
C -4.4928 -1.5118 3.7909 0.190 -0.122 0.041 -0.637
Br -4.3552 -2.5475 5.3698 0.060 -0.021 -0.026 0.731
C 0.9437 -1.1129 6.1254 0.130 -0.040 -0.003 -0.044
C 2.2527 -1.5315 5.9129 -0.187 -0.081 -0.048 -0.053
C 2.6036 -2.0244 4.6725 0.062 -0.030 0.056 0.007
C 1.6747 -2.0106 3.6332 0.165 0.212 0.218 -0.167
N 0.4166 -1.5693 3.8466 1.370 -0.389 1.776 0.017
C 0.0568 -1.1868 5.0727 -0.213 0.063 0.371 -0.075
C 1.9810 -2.3364 2.2457 -0.023 -0.441 -0.524 -0.123
C 3.2084 -2.5555 1.7438 -0.213 0.007 0.559 -0.008
C 3.3910 -2.7301 0.3243 0.168 0.019 -0.429 -0.070
C 2.4204 -2.4505 -0.5474 0.098 0.170 0.027 -0.045
C 1.0280 -2.0424 -0.1578 -0.463 -0.055 0.056 -0.172
C 0.8050 -2.3076 1.3519 1.163 0.218 -0.628 -0.250
H 0.6168 -0.7380 7.0843 -0.039 -0.039 0.006 0.106
H 2.9757 -1.4870 6.7168 0.046 -0.034 -0.020 0.106
H 3.6030 -2.3946 4.4939 -0.006 0.022 -0.043 0.109
H -0.9838 -0.9157 5.1954 0.005 0.013 -0.051 0.123
H 4.0842 -2.5836 2.3817 0.003 0.148 0.005 0.105
H 4.3692 -3.0305 -0.0309 0.004 0.028 -0.062 0.101
H 2.6023 -2.5178 -1.6148 0.076 0.010 -0.020 0.125
H 0.9111 -0.9812 -0.4025 -0.063 0.043 0.021 0.091
O -0.3556 -3.9636 2.5201 0.658 -0.242 -0.001 0.010
N -0.3061 -2.9599 1.7697 -0.463 -2.319 -0.567 -0.255
C -0.5487 4.1055 5.3987 0.020 -0.107 -0.061 -0.086
C -0.5680 2.7161 4.7671 0.121 0.235 -0.023 -0.155
C -0.4999 2.6631 3.2166 -0.298 0.004 0.290 -0.277
C -1.6953 3.3873 2.5576 0.029 -0.028 -0.177 -0.146
C -1.6473 3.3149 1.0323 0.071 -0.025 0.063 -0.086
C 0.7668 3.3078 2.6891 -0.003 -0.227 -0.051 -0.411
O 1.0723 4.4639 2.8938 -0.050 0.027 -0.047 0.088
N 1.5532 2.5012 1.9113 0.108 0.166 -0.016 0.219
C 1.3784 1.1419 1.6289 0.650 -0.112 -0.465 -0.487
O 2.2521 0.5864 0.9797 -0.241 0.107 0.033 0.055
N 0.2678 0.5318 2.0984 -0.381 0.104 0.103 0.146
C -0.6094 1.1864 2.8670 0.406 0.814 -0.142 -0.416
O -1.5514 0.5276 3.3355 0.210 -0.165 0.216 0.006
H -0.4936 4.0073 6.4840 -0.049 0.004 0.013 0.071
H -1.4581 4.6556 5.1575 0.008 0.051 0.012 0.073
H 0.3053 4.6833 5.0565 -0.014 0.059 0.040 0.062
H -1.4840 2.1998 5.0550 0.044 -0.080 -0.036 0.120
H 0.2714 2.1274 5.1554 -0.036 -0.016 0.027 0.121
H -1.6819 4.4300 2.8760 -0.007 -0.023 0.068 0.116
H -2.6120 2.9151 2.9179 0.017 0.033 0.070 0.130
H -0.7443 3.7902 0.6403 -0.012 0.046 -0.004 0.075
H -2.5097 3.8267 0.6067 -0.003 -0.051 -0.038 0.065
H -1.6661 2.2785 0.6852 -0.063 0.023 -0.041 0.055
H 2.3685 2.9238 1.4832 -0.068 -0.063 0.113 0.162
```
Forces are in eV/Å.

Its total energy is -391833.272 eV. The relative energy (zero: lowest compared OMol25 entry of this formula, charge and spin) comes out at 37.6 kcal per mole. As for the net charge: -1. The multiplicity is 4. The HOMO energy (alpha / beta) comes out at -4.49 / -4.61 eV. Its HOMO-LUMO gap (alpha / beta) is 6.0507 / 6.2734 eV. The expectation value of S² is 3.9084.

2.
Molecular formula: C52H47AlClF3NO14
Method: DFT, the ωB97M-V functional and the def2-TZVPD basis

```
119
Properties=species:S:1:pos:R:3:forces:R:3:lowdin_charge:R:1
C 1.7704 0.2826 4.7958 -0.098 0.292 -0.141 0.063
C 1.3958 -0.5589 4.0192 -0.545 -0.265 -0.427 -0.237
C 0.8526 -1.5369 3.0627 0.557 0.310 0.707 -0.210
Al 2.2158 -2.5258 1.9320 0.079 -0.320 -0.311 0.361
C 1.2392 -4.0536 1.0162 -0.369 0.942 0.386 -0.213
C 0.1274 -3.5972 0.0147 0.431 -0.679 0.444 -0.275
C -1.2261 -3.2282 0.7020 0.693 0.318 -0.625 -0.172
C -1.6640 -1.7930 0.3465 -0.281 -0.148 -0.675 -0.154
N -2.8839 -1.2589 1.0232 0.444 -0.498 1.085 -0.112
C -3.7169 -2.2805 1.6652 -0.268 0.625 0.090 -0.098
C -2.6140 -0.1500 1.8862 -0.225 0.537 -0.214 -0.477
C -2.2521 -0.2919 3.3576 -0.281 -0.422 0.413 -0.002
O -2.7062 0.9653 1.4298 0.358 0.123 -0.120 0.080
C 3.1323 -1.3809 0.5316 -0.335 -0.081 0.084 -0.189
C 2.1797 -0.4016 -0.2002 1.532 0.670 -1.573 -0.226
C 2.2253 0.9950 0.3336 0.678 0.264 -0.067 -0.182
F 1.1755 1.8307 -0.0263 -0.871 -0.779 1.517 0.008
C 3.2097 1.5618 1.1225 -1.121 -0.501 -0.847 -0.288
F 4.4002 1.9102 0.6452 0.763 -1.495 0.766 0.136
F 3.1104 1.8179 2.4048 -0.222 1.750 -0.140 0.151
C 3.6511 -3.4220 3.1252 -0.186 -0.031 1.073 -0.186
C 4.2590 -2.4539 4.0674 -0.221 -0.421 -1.585 -0.863
O 4.8881 -1.4959 3.7375 0.325 0.227 0.607 -0.010
Cl 3.9686 -2.7629 5.8370 -0.086 0.044 0.016 0.570
H 1.9992 1.1431 5.3816 0.130 -0.272 0.079 0.011
H 0.1384 -1.0116 2.4213 0.091 -0.112 -0.021 0.033
H 0.2932 -2.2835 3.6461 0.025 0.032 -0.211 0.070
H 0.7216 -4.6131 1.8157 0.282 -0.225 -0.217 0.048
H 1.9652 -4.7208 0.5265 -0.218 0.022 0.056 0.044
H -0.0488 -4.4523 -0.6386 -0.150 0.383 -0.069 0.052
H 0.4590 -2.7962 -0.6490 0.054 0.067 0.260 0.058
H -1.1193 -3.3926 1.7791 -0.227 0.076 -0.093 0.099
H -1.9604 -3.9061 0.2611 -0.117 0.000 0.560 0.084
H -0.8411 -1.0770 0.4558 -0.166 -0.096 0.198 0.097
H -1.9001 -1.8064 -0.7298 0.203 0.027 0.144 0.114
H -4.6375 -1.7802 2.0018 0.089 -0.169 -0.124 0.090
H -3.2828 -2.7466 2.5602 0.104 -0.211 -0.316 0.077
H -3.9975 -3.0002 0.9000 0.056 -0.162 0.305 0.067
H -2.2109 -1.3200 3.7264 0.063 0.093 -0.195 0.068
H -2.9810 0.2461 3.9756 0.013 -0.017 -0.276 0.089
H -1.2838 0.1730 3.5633 -0.125 -0.007 -0.242 0.073
H 3.5107 -2.0786 -0.2338 0.000 0.051 0.210 0.056
H 4.0211 -0.8589 0.9156 -0.185 0.005 -0.091 0.051
H 1.1337 -0.7348 -0.2184 0.064 0.276 0.231 0.077
H 2.4951 -0.3617 -1.2659 -0.398 -0.214 0.027 0.099
H 4.4139 -3.8181 2.4470 -0.039 0.258 0.007 0.075
H 3.1714 -4.2482 3.6598 0.154 0.075 -0.103 0.047
C -3.2729 -7.4572 -3.9028 -0.028 0.030 0.090 0.015
C -3.1327 -6.8560 -2.7238 -0.071 -0.045 -0.092 0.029
C -1.8439 -6.2365 -2.3251 0.048 0.102 0.049 -0.359
O -1.7083 -5.6899 -1.2555 -0.328 -0.368 -0.096 0.117
C -0.7196 -6.3113 -3.2919 0.109 -0.038 -0.122 0.023
C -0.8622 -6.9134 -4.4707 0.015 0.050 0.075 0.009
C -2.1493 -7.5324 -4.8686 0.013 -0.023 -0.076 -0.393
O -2.2802 -8.0796 -5.9443 -0.008 0.009 0.017 0.093
H -4.2035 -7.9157 -4.2126 0.020 -0.012 -0.040 0.119
H -3.9405 -6.7896 -2.0060 0.029 0.033 0.028 0.123
H 0.2101 -5.8512 -2.9810 -0.044 0.045 0.061 0.125
H -0.0545 -6.9799 -5.1892 -0.023 -0.036 -0.024 0.120
C 0.7322 -0.0965 -4.7660 -0.019 -0.028 0.076 0.025
C 0.4410 -0.8205 -3.6875 -0.006 0.106 -0.019 0.035
C 0.0915 -2.2582 -3.7988 0.010 0.022 0.111 -0.355
O -0.1755 -2.9153 -2.8155 -0.134 -0.010 -0.450 0.109
C 0.0806 -2.8580 -5.1566 0.032 -0.003 -0.093 0.026
C 0.3715 -2.1334 -6.2336 -0.027 -0.094 0.035 0.020
C 0.7211 -0.6950 -6.1222 0.038 0.087 -0.031 -0.389
O 0.9875 -0.0370 -7.1060 -0.021 -0.035 0.000 0.100
H 0.9892 0.9534 -4.7060 0.012 -0.001 -0.033 0.123
H 0.4449 -0.4014 -2.6886 0.001 -0.043 0.017 0.113
H -0.1767 -3.9084 -5.2166 -0.016 0.000 0.039 0.107
H 0.3680 -2.5516 -7.2324 0.012 0.042 -0.016 0.120
C 0.2474 6.9704 0.9579 -0.005 0.069 0.073 0.018
C -0.5940 6.5589 1.9013 0.052 0.075 -0.026 0.020
C -1.1635 5.1874 1.8808 -0.030 -0.104 0.020 -0.378
O -1.9317 4.8192 2.7416 -0.004 0.073 0.004 0.116
C -0.7559 4.2929 0.7679 0.028 -0.053 -0.105 0.037
C 0.0874 4.7091 -0.1762 -0.116 0.029 0.077 0.018
C 0.6525 6.0766 -0.1522 0.005 -0.091 -0.040 -0.371
O 1.4243 6.4594 -1.0114 -0.006 0.021 0.044 0.071
H 0.6731 7.9659 0.9539 0.023 -0.012 -0.040 0.119
H -0.9023 7.1957 2.7208 -0.022 -0.035 0.019 0.119
H -1.1796 3.2954 0.7709 -0.012 -0.023 0.065 0.115
H 0.3978 4.0734 -0.9946 0.044 -0.009 0.026 0.114
C -6.5611 0.6435 -2.1508 0.062 -0.072 -0.028 0.021
C -5.8152 -0.4416 -1.9602 -0.020 0.100 -0.050 0.031
C -6.1764 -1.4533 -0.9384 0.147 0.012 0.028 -0.377
O -5.4964 -2.4398 -0.7629 -0.168 -0.114 -0.173 0.093
C -7.4004 -1.2096 -0.1364 -0.084 0.054 0.034 0.022
C -8.1460 -0.1247 -0.3271 0.016 -0.091 0.044 0.018
C -7.7852 0.8869 -1.3508 -0.007 0.097 -0.011 -0.388
O -8.4677 1.8745 -1.5258 -0.014 -0.038 -0.004 0.099
H -6.3140 1.3939 -2.8906 -0.026 0.031 0.023 0.121
H -4.9178 -0.6370 -2.5330 0.030 -0.028 0.057 0.123
H -7.6462 -1.9595 0.6048 0.044 -0.018 -0.004 0.122
H -9.0421 0.0715 0.2478 -0.001 0.044 -0.018 0.119
C 6.0008 1.2502 8.7113 -0.028 0.079 0.069 0.014
C 5.4230 2.4392 8.5682 0.053 -0.044 0.084 0.010
C 4.8015 2.8426 7.2822 -0.071 0.018 -0.129 -0.392
O 4.2773 3.9313 7.1562 0.025 0.011 0.064 0.089
C 4.8478 1.8709 6.1665 0.053 -0.024 0.028 0.014
C 5.4249 0.6788 6.3059 0.025 -0.052 -0.125 0.030
C 6.0472 0.2745 7.5914 -0.051 -0.065 -0.089 -0.383
O 6.5756 -0.8071 7.7314 0.074 0.060 0.062 0.099
H 6.4605 0.9374 9.6406 0.005 -0.041 -0.015 0.116
H 5.3784 3.1632 9.3723 -0.024 0.030 -0.027 0.115
H 4.3886 2.1830 5.2368 -0.008 -0.003 -0.004 0.115
H 5.4646 -0.0432 5.4968 -0.054 -0.036 0.025 0.093
C 1.1001 8.0181 -6.8806 -0.081 0.064 0.001 0.014
C 0.1944 8.4825 -6.0245 0.021 0.017 -0.092 0.015
C 0.1903 8.0560 -4.6024 -0.007 -0.014 0.065 -0.381
O -0.6383 8.4802 -3.8248 -0.003 0.012 -0.045 0.106
C 1.2344 7.0942 -4.1715 0.037 -0.076 0.032 0.031
C 2.1400 6.6305 -5.0308 -0.071 0.043 0.036 0.026
C 2.1452 7.0558 -6.4505 0.091 -0.074 0.005 -0.391
O 2.9708 6.6370 -7.2349 -0.023 0.034 -0.017 0.099
H 1.1203 8.3157 -7.9215 0.036 -0.029 -0.007 0.118
H -0.5751 9.1852 -6.3188 -0.016 -0.002 0.040 0.118
H 1.2171 6.7949 -3.1298 0.007 0.041 -0.038 0.089
H 2.9094 5.9281 -4.7365 0.010 0.000 -0.025 0.124
```
Forces are in eV/Å.

Its total energy is -112103.421 eV. The relative energy (zero: lowest compared OMol25 entry of this formula, charge and spin) comes out at 0.0 kcal per mole. As for the net charge: -1. The HOMO energy comes out at -5.27 eV. Its HOMO-LUMO gap is 5.1311 eV.

Which of these has the highest total energy?
C52H47AlClF3NO14

Look up the relative energy (zero: lowest compared OMol25 entry of this formula, charge and spin) of the first one.
37.6 kcal per mole

What is the relative energy (zero: lowest compared OMol25 entry of this formula, charge and spin) in the first record?
37.6 kcal per mole